(1)
The following is a DFT calculation (ωB97M-V/def2-TZVPD) of a structure of composition C42H73BBrCaCsF3N6O12S at a distorted geometry.

Last column: Löwdin charge in e.
CARTESIAN COORDINATES (ANGSTROEM)
H: 6.171 -10.838 1.249  0.09
N: 1.633 -2.265 -0.028  0.06
C: -1.859 6.223 3.309  -0.40
H: -8.876 1.866 2.801  0.14
Ca: -0.953 4.674 -2.883  1.60
H: 5.263 1.522 -6.620  0.12
H: 5.752 -5.101 2.447  0.13
H: 4.902 -9.623 1.497  0.09
C: -0.155 -0.037 -2.349  -0.19
H: 3.657 -5.070 -1.077  0.11
H: -1.351 2.940 0.936  0.11
C: 3.977 -1.290 -5.411  -0.08
O: -2.984 6.239 3.973  0.23
H: 8.345 -8.494 -0.051  0.12
H: 1.359 9.930 -0.135  0.09
C: 4.794 0.947 -7.423  -0.27
C: 1.591 -1.063 0.715  -0.35
H: 2.555 -1.550 -9.533  0.07
F: -4.348 -1.692 2.428  -1.00
H: -0.293 4.362 -0.850  0.13
H: -1.247 -0.880 -3.940  0.09
C: -7.713 0.544 9.278  -0.11
H: 4.495 1.232 -9.564  0.07
H: -3.100 5.227 -0.007  0.07
H: -5.032 4.320 2.511  0.08
C: 4.869 1.775 -8.697  -0.09
H: -6.118 2.338 1.483  0.02
F: -3.506 7.975 5.490  0.19
N: -1.828 -2.486 0.446  0.02
H: 0.077 0.213 -4.459  0.06
H: -7.803 2.596 4.846  0.10
H: -0.019 1.288 1.312  0.15
C: 1.522 -1.886 -1.386  -0.32
C: -1.642 2.780 -0.092  -0.60
C: 5.598 -10.040 0.770  -0.09
C: 7.715 -9.385 -0.132  -0.21
H: -7.682 2.954 0.901  0.14
H: 4.033 -1.439 -4.331  0.06
H: 0.153 -3.755 -0.350  0.12
C: -8.442 -0.077 8.227  -0.13
C: -2.026 5.258 0.074  -0.06
H: -0.914 -1.404 1.971  0.10
O: 3.814 -7.005 2.670  0.12
C: 3.082 -1.345 -8.600  -0.08
O: 6.439 -8.984 0.330  -0.21
H: 2.875 -2.178 -7.930  0.06
H: 4.149 -1.341 -8.823  0.07
H: -8.424 2.040 10.768  0.11
H: 5.406 0.042 -7.556  0.10
O: 2.220 -0.802 1.693  0.19
O: -7.149 1.032 3.616  -0.53
O: 3.520 -6.356 0.542  0.01
O: -1.259 8.370 -0.766  -0.06
C: -9.721 0.413 8.272  -0.15
H: 0.834 -2.933 2.520  0.11
H: -6.933 1.272 5.639  0.10
H: 7.473 -11.627 -2.789  0.08
C: -0.897 1.102 -1.947  -0.42
C: -1.387 4.102 -0.751  -0.45
H: 0.337 10.993 1.662  0.08
H: 5.012 -10.447 -0.056  0.08
H: 7.467 -8.008 -2.421  0.07
B: -3.430 7.665 4.157  -1.04
C: 0.663 -0.166 -0.094  -0.05
H: -6.678 0.386 9.529  0.09
C: 0.617 -0.648 -1.369  -0.01
H: -1.800 5.041 1.117  0.06
C: -7.882 1.535 2.498  -0.42
S: -1.899 1.841 -3.278  0.85
H: 7.595 -11.951 -1.060  0.08
H: 2.296 0.030 -5.389  0.09
C: 5.317 -4.848 0.321  -0.15
C: 0.156 -3.275 1.748  -0.16
C: -0.454 10.409 2.117  -0.02
N: 3.434 0.637 -7.015  -0.20
H: -0.056 9.863 2.972  0.10
H: -8.068 -0.802 7.523  0.09
N: 7.036 -8.926 -2.484  0.04
N: -9.789 1.306 9.305  0.00
H: -1.240 11.079 2.462  0.10
C: -0.073 0.936 0.293  0.07
C: -0.874 1.596 -0.639  -0.26
H: 0.166 11.137 -0.664  0.09
H: 8.146 -10.140 0.537  0.12
H: -1.757 -2.798 2.542  0.11
H: -5.423 3.069 3.726  0.09
O: -2.361 8.475 3.474  0.23
C: 3.352 0.076 -5.679  -0.26
H: 6.325 -6.445 1.416  0.12
C: 4.308 -5.683 -0.457  -0.15
H: -2.600 -1.838 0.513  0.05
N: -1.015 9.455 1.171  -0.02
C: -5.772 3.986 3.245  -0.07
H: 1.539 -4.279 0.528  0.11
C: -1.454 7.670 2.984  -0.39
C: 7.195 -11.257 -1.802  -0.07
H: 4.987 -1.386 -5.808  0.07
C: 5.540 -5.702 1.568  -0.07
H: -5.881 4.760 3.999  0.10
H: 4.303 2.702 -8.596  0.08
H: 4.791 -6.436 -1.084  0.12
C: 2.605 -0.007 -8.021  -0.25
H: 0.590 9.788 -1.722  0.07
C: 7.748 -9.851 -1.595  -0.43
F: -4.645 7.856 3.525  0.16
O: -1.242 5.236 2.983  0.08
C: -0.675 9.243 -0.101  -0.53
H: 6.105 -8.790 -2.099  0.06
H: -8.601 1.021 5.103  0.09
Br: -3.582 2.492 -0.067  0.86
H: -0.130 -4.280 2.047  0.12
O: -7.043 3.804 2.620  -0.17
C: 4.215 -6.422 1.708  -0.49
O: 2.107 -2.428 -2.279  0.16
C: 0.433 10.081 -0.688  -0.01
C: -7.124 2.666 1.800  -0.26
C: -0.231 -0.551 -3.758  -0.04
H: -2.254 -3.400 0.362  0.08
O: -0.478 7.996 2.354  0.06
H: 0.414 -1.409 -3.894  0.08
H: 2.474 0.694 -8.849  0.10
H: 1.599 -0.133 -7.609  0.11
H: -7.998 0.709 1.797  -0.05
Cs: -6.168 -0.327 1.902  1.64
C: -1.133 -2.443 1.729  -0.27
H: 4.868 -3.894 0.604  0.11
H: -1.759 8.858 1.502  0.12
H: -1.615 6.238 -0.163  0.06
H: -10.607 1.822 9.569  0.14
H: 6.108 -11.283 -1.744  0.06
H: 5.908 2.035 -8.902  0.08
H: 6.223 -4.637 -0.244  0.11
H: -10.582 0.203 7.662  0.10
H: 8.798 -9.866 -1.899  0.14
H: 3.371 -2.101 -5.812  0.06
C: 0.848 -3.447 0.418  -0.12
C: -7.657 1.517 4.867  -0.06
H: -0.937 2.426 -4.053  -0.14
H: -1.873 4.151 -1.727  -0.09
H: 3.808 0.801 -4.994  0.11
C: -8.572 1.390 9.924  -0.14

- net charge = +1
- orbital gap (eV) = 3.095
- energy above the lowest of the compared OMol25 structures with the same formula, charge and spin (kJ/mol) = 0.0



(2)
The following is a DFT calculation (ωB97M-V/def2-TZVPD) of a structure of composition C3H4BrI at a distorted geometry.

Last column: Löwdin charge in e.
CARTESIAN COORDINATES (ANGSTROEM)
H: 2.309 -0.033 -0.283  0.06
C: -0.886 -0.087 0.451  -1.23
C: 0.326 -0.528 0.013  -0.43
H: 1.277 1.159 0.707  -0.02
C: 1.402 0.246 0.200  -0.01
H: -1.089 0.132 -2.255  0.13
I: -1.249 1.627 1.669  0.81
H: 0.261 -1.254 -0.771  0.08
Br: -2.351 -1.261 0.270  0.61

- orbital gap (alpha / beta) (eV) = 9.024 / 7.546
- energy above the lowest of the compared OMol25 structures with the same formula, charge and spin (kJ/mol) = 413.8



(3)
The following is a DFT calculation (ωB97M-V/def2-TZVPD) of a cluster of 2 separate species, C3H9NO2S in total at a distorted geometry.

Last column: Löwdin charge in e.
CARTESIAN COORDINATES (ANGSTROEM)
C: 1.049 -0.458 -0.196  -0.52
H: 1.412 0.498 0.175  0.09
H: -1.481 3.779 -1.071  0.03
H: -0.500 -1.953 0.463  0.14
O: 1.441 -0.807 2.445  0.05
H: -1.497 0.586 -0.270  0.04
N: -1.225 0.082 0.561  0.02
H: 0.237 0.623 -2.219  -0.18
S: 0.691 -0.587 -1.975  0.73
C: -0.171 -0.912 0.674  -0.41
H: 1.902 -1.102 0.029  0.07
H: -1.799 2.477 -0.317  0.01
H: -2.139 -0.106 0.955  0.08
C: 0.272 -0.836 2.133  -0.22
O: -2.117 3.073 -1.012  -0.05
H: -0.421 -0.543 2.919  0.12

- orbital gap (eV) = 9.928
- energy above the lowest of the compared OMol25 structures with the same formula, charge and spin (kJ/mol) = 210.0



(4)
The following is a DFT calculation (ωB97M-V/def2-TZVPD) of a cluster of 2 separate species, C6HNO in total at a distorted geometry.

Last column: Löwdin charge in e.
CARTESIAN COORDINATES (ANGSTROEM)
C: -1.834 0.829 1.095  0.06
C: 1.436 -0.290 -0.490  0.07
C: 0.617 0.550 0.075  -0.05
O: 3.810 -1.505 -1.299  -0.13
C: 2.380 -1.427 -0.989  -0.09
C: -3.106 1.416 1.194  -0.24
N: -4.174 1.984 1.265  0.15
H: 1.445 -2.478 -1.372  0.22
C: -0.575 0.921 0.524  0.00

- orbital gap (eV) = 7.050
- energy above the lowest of the compared OMol25 structures with the same formula, charge and spin (kJ/mol) = 513.6



(5)
The following is a DFT calculation (ωB97M-V/def2-TZVPD) of a structure of composition C26H54Cl3N5O4PSiTl at a distorted geometry.

Last column: Löwdin charge in e.
CARTESIAN COORDINATES (ANGSTROEM)
H: 2.371 2.002 -5.270  0.04
H: 6.305 -2.837 1.005  0.08
C: -0.441 -3.252 1.110  -0.13
C: 0.580 0.109 3.105  -0.20
C: -2.770 1.547 2.777  -0.08
H: 2.420 -2.229 4.769  0.08
C: 5.360 -0.730 -1.272  -0.32
H: 5.674 0.109 -0.616  0.14
C: -2.414 2.459 1.788  -0.04
C: -2.254 0.675 0.163  -0.07
Si: 0.611 2.231 -3.527  0.26
H: -3.397 0.139 -2.625  0.05
H: -3.636 5.210 -2.788  0.10
H: 2.054 3.873 -2.501  0.04
O: 2.260 -1.978 0.611  -0.42
H: -1.249 -3.275 3.476  0.08
C: -4.425 3.441 -0.635  -0.07
N: 1.800 -0.698 3.036  -0.32
H: -4.455 2.527 -0.028  0.09
H: 3.154 0.706 2.214  0.05
H: -2.377 3.530 2.000  0.12
H: -5.741 -0.590 0.045  0.09
H: 4.672 -3.301 -1.890  0.10
H: -2.732 -1.542 -2.696  0.06
H: 0.812 1.154 2.862  0.03
H: 3.208 -5.057 2.685  0.08
H: -4.888 0.733 -0.824  0.06
H: -2.074 5.555 -1.885  0.08
N: -4.303 -1.201 -1.323  -0.21
H: 3.332 -4.141 1.132  0.08
N: 0.239 -2.567 2.203  -0.30
P: 1.842 -2.037 2.038  0.54
C: -2.658 -0.234 1.140  -0.09
H: 6.160 -3.938 -1.089  0.09
N: 5.864 -1.917 -0.838  -0.19
H: -6.141 -0.215 -1.680  0.09
H: -0.151 -0.222 2.358  0.03
H: 2.647 -4.013 4.661  0.08
C: -0.184 -3.012 3.523  -0.11
H: 3.900 -0.547 3.284  0.07
H: 6.525 -1.048 0.908  0.08
C: 5.724 -3.106 -1.648  -0.04
H: -2.017 0.329 -0.848  0.03
H: -0.287 -2.707 0.162  -0.02
H: 7.724 -2.150 0.152  0.09
H: -2.877 1.886 3.808  0.10
C: -0.134 3.596 -4.520  -0.19
H: 1.152 0.748 -5.508  0.04
C: 3.023 0.098 3.133  -0.12
H: 2.665 2.248 -2.148  0.03
C: -3.199 3.887 -1.134  -0.34
H: -4.986 -2.563 0.075  0.13
C: -4.307 -2.477 -0.805  -0.34
C: 6.655 -1.999 0.379  -0.05
H: -1.098 3.324 -4.964  0.04
C: -2.173 2.056 0.458  -0.22
H: -2.732 -1.300 0.892  0.09
Cl: 1.139 1.130 0.365  0.12
C: -5.690 4.227 -0.648  -0.09
H: -0.260 4.496 -3.912  0.03
H: 0.364 -3.904 3.871  0.08
H: 4.669 -4.076 2.349  0.07
C: 1.737 1.266 -4.733  -0.23
O: -3.634 -3.399 -1.251  0.00
C: 3.019 -3.030 4.307  -0.14
O: -2.193 2.954 -1.866  -0.08
C: -5.339 -0.262 -0.924  -0.06
H: -0.068 -4.282 0.962  0.09
H: -0.085 -2.228 4.284  0.07
H: 4.070 -2.925 4.629  0.09
H: -6.347 3.779 0.121  0.08
H: 0.119 0.055 4.101  0.08
Cl: 0.140 -3.023 -2.223  -0.09
C: -2.968 0.202 2.430  -0.09
H: -6.275 4.107 -1.582  0.09
H: -5.586 5.316 -0.475  0.08
H: -3.663 6.014 -1.204  0.08
C: 1.753 2.858 -2.203  -0.25
C: -1.908 3.143 -0.522  -0.22
Tl: 1.403 -0.801 -1.705  0.49
H: -1.064 3.814 -0.263  0.16
C: 3.572 -4.125 2.208  -0.10
H: 6.276 -2.998 -2.591  0.10
H: 0.583 3.839 -5.325  0.05
O: 4.633 -0.589 -2.255  -0.05
Cl: -0.651 0.554 -2.830  0.34
H: -1.523 -3.305 1.320  0.08
H: -3.317 -0.524 3.171  0.10
C: -3.128 5.252 -1.798  -0.02
H: 2.927 0.777 3.997  0.09
N: 2.960 -2.962 2.854  -0.31
H: 1.262 2.888 -1.219  -0.06
H: 2.416 0.538 -4.266  0.01
C: -3.649 -0.933 -2.604  -0.07
H: -4.326 -1.132 -3.463  0.10

- orbital gap (alpha / beta) (eV) = 7.961 / 5.034
- energy above the lowest of the compared OMol25 structures with the same formula, charge and spin (kJ/mol) = 0.0



(6)
The following is a DFT calculation (ωB97M-V/def2-TZVPD) of a cluster of 10 separate species, C22H35Cl18INO in total at a distorted geometry.

Last column: Löwdin charge in e.
CARTESIAN COORDINATES (ANGSTROEM)
H: 0.058 -10.286 1.022  0.03
Cl: -6.652 5.631 2.440  0.49
C: -1.492 -1.014 -0.319  -0.34
H: 6.231 1.269 -5.783  0.03
C: -0.565 -2.001 0.038  0.00
H: -2.720 -0.876 1.152  0.00
H: -1.229 1.926 0.321  0.07
Cl: 4.105 -3.887 -0.471  0.51
Cl: 4.747 -0.093 -4.562  0.54
C: 0.678 -9.692 1.684  -1.02
Cl: 3.385 -6.437 -2.863  0.49
Cl: 6.200 -1.944 0.142  0.52
Cl: -0.427 -0.196 2.327  0.74
H: -4.750 1.323 6.657  0.03
Cl: 0.063 -9.840 3.331  0.52
C: 5.780 -3.401 -0.766  -1.00
Cl: -1.858 6.052 3.043  0.58
H: 0.571 1.756 2.254  -0.04
H: 0.418 0.820 -2.193  0.14
C: -3.279 2.598 0.278  -0.17
Cl: -2.974 0.914 5.158  0.56
C: -1.945 2.282 -0.441  -0.24
C: -1.771 3.306 -5.430  -0.99
H: -3.489 2.571 6.758  0.04
Cl: -1.785 3.147 3.312  0.53
C: 1.086 -0.848 -1.291  -0.16
C: 2.154 1.282 0.737  -0.09
I: -3.992 0.599 -2.187  0.98
H: -1.623 4.437 1.347  0.00
C: 2.330 -7.343 -1.771  -1.06
H: 2.449 -0.768 -2.980  0.10
H: 2.082 -6.713 -0.923  -0.02
H: 5.905 -3.203 -1.826  0.03
H: -2.763 3.163 -5.014  0.03
H: 1.428 -7.620 -2.305  0.03
H: 4.645 1.129 -6.573  0.03
Cl: -5.023 2.995 5.027  0.52
C: -1.268 -1.136 3.572  -0.89
Cl: 0.650 -8.010 1.131  0.50
H: -1.534 3.197 -0.900  0.12
N: 0.145 0.046 -1.591  0.19
H: 3.236 -1.246 -1.424  0.08
C: 1.204 1.433 1.460  -0.07
H: 1.499 -2.664 -0.180  0.10
H: 4.015 0.306 0.251  0.10
C: -5.517 6.718 3.253  -1.04
H: 3.947 2.038 -0.029  0.13
H: -3.015 3.128 1.215  -0.01
H: -1.538 1.608 -2.472  -0.03
C: -1.250 4.540 2.362  -0.99
H: -0.559 -1.791 4.068  0.05
H: -5.490 7.662 2.717  0.03
H: -1.698 -0.434 4.283  -0.12
H: -0.846 -2.809 0.715  0.12
Cl: -6.001 7.024 4.923  0.50
Cl: -1.329 5.005 -5.290  0.53
C: -1.123 0.024 -1.148  -0.20
H: -4.532 6.264 3.249  -0.05
H: 1.702 -10.049 1.657  0.02
H: -1.762 3.022 -6.477  0.03
Cl: 4.669 2.805 -4.920  0.52
Cl: -0.631 2.266 -4.551  0.54
C: 5.158 1.261 -5.626  -1.00
Cl: 3.114 -8.808 -1.177  0.51
H: -3.874 3.323 -0.297  0.08
C: -4.076 1.953 6.087  -0.96
H: -3.851 1.714 0.585  0.06
C: 2.504 -0.583 -1.894  -0.10
C: 0.733 -1.920 -0.451  0.03
H: 3.854 1.111 -2.234  0.07
H: -0.165 4.568 2.357  0.03
Cl: -2.570 -2.120 2.879  0.66
C: -2.016 1.177 -1.575  -0.64
H: 6.436 -4.209 -0.460  0.03
H: 2.213 1.640 -1.867  0.11
C: 2.978 0.887 -1.608  -0.19
C: 3.358 1.109 -0.127  -0.17
O: -2.745 -1.087 0.202  -0.07

- net charge = +1
- orbital gap (eV) = 8.575



(7)
The following is a DFT calculation (ωB97M-V/def2-TZVPD) of a structure of composition C11H16N3O9S4Zr at a distorted geometry.

Last column: Löwdin charge in e.
CARTESIAN COORDINATES (ANGSTROEM)
C: 2.796 1.224 0.735  -0.21
H: 2.156 -0.646 1.203  0.11
H: -3.415 1.245 0.840  0.14
C: 3.989 1.220 1.689  -0.09
O: 1.781 4.438 -4.492  -0.03
H: 3.121 2.568 2.986  0.19
H: 4.765 1.903 1.342  0.14
H: -3.992 -0.868 0.854  0.16
C: 2.472 0.691 3.535  -0.09
H: 4.314 1.657 3.704  0.19
Zr: -0.007 -0.430 -0.561  1.46
H: 2.914 -0.303 3.632  0.14
O: -1.174 2.044 1.812  0.09
O: -2.467 -0.172 -0.406  -0.27
H: 4.404 0.211 1.756  0.15
C: 1.488 3.392 -4.008  -1.01
C: 1.520 1.066 -2.751  -1.11
H: -3.294 -2.016 -0.316  0.17
S: -0.137 2.690 -4.051  0.99
S: 2.075 -0.382 -1.927  0.65
O: -0.939 -1.179 1.457  0.01
O: 1.100 -2.102 0.119  -0.17
N: 1.764 0.300 1.194  -0.13
O: -0.589 -2.270 -1.116  -0.16
C: 0.238 1.217 -3.161  -1.14
O: 1.159 -3.419 -1.567  0.19
C: -1.263 1.616 0.680  -0.59
N: 0.594 -2.624 -0.905  -0.62
N: 3.524 1.623 3.049  0.06
S: 2.647 2.364 -3.123  0.96
O: -2.481 -2.629 2.174  0.21
H: 0.840 1.657 2.473  0.12
C: -3.060 -1.186 0.367  -0.07
C: -2.623 1.168 0.090  -0.05
C: -2.061 -1.671 1.397  -0.43
H: 2.114 1.016 4.512  0.14
C: 1.316 0.671 2.529  -0.18
H: -1.807 -2.969 2.790  0.17
H: -2.878 1.796 -0.774  0.15
H: 0.559 -0.039 2.872  0.12
S: -1.010 0.048 -2.856  0.63
O: -0.275 1.426 -0.122  -0.21
H: 3.129 0.907 -0.265  0.04
H: 2.357 2.224 0.650  0.14

- net charge = +1
- orbital gap (eV) = 6.245
- energy above the lowest of the compared OMol25 structures with the same formula, charge and spin (kJ/mol) = 225.2



(8)
The following is a DFT calculation (ωB97M-V/def2-TZVPD) of a cluster of 2 separate species, C7H8INO3 in total at a distorted geometry.

Last column: Löwdin charge in e.
CARTESIAN COORDINATES (ANGSTROEM)
H: -1.267 0.336 0.372  0.10
C: -3.555 2.082 -1.002  -0.11
O: 3.467 -1.409 -0.272  -0.06
O: 2.475 -3.315 0.592  -0.11
C: 1.564 -2.183 0.790  -0.61
H: -4.530 2.272 -1.425  0.09
H: 1.791 -0.119 0.153  0.09
C: -2.486 3.004 -0.880  -0.12
H: 1.033 -2.338 1.787  0.13
C: 2.486 -0.864 0.681  -0.20
N: -1.836 1.051 -0.051  -0.01
H: 2.926 -0.405 1.634  0.15
H: -2.483 4.038 -1.191  0.09
H: -0.450 2.674 -0.014  0.10
I: 0.429 -2.144 -1.073  0.91
H: -3.625 -0.066 -0.377  0.11
C: 3.761 -2.682 0.355  -0.38
C: -3.126 0.886 -0.480  -0.14
O: 4.864 -3.160 0.689  0.14
C: -1.440 2.341 -0.287  -0.15

- orbital gap (eV) = 8.140
- energy above the lowest of the compared OMol25 structures with the same formula, charge and spin (kJ/mol) = 110.1



Number 1: DFT total energy -186932.978 eV. Number 2: DFT total energy -81313.776 eV. Number 3: DFT total energy -19676.237 eV. Number 4: DFT total energy -9765.259 eV. Number 5: DFT total energy -102907.342 eV. Number 6: DFT total energy -260415.272 eV. Number 7: DFT total energy -79179.425 eV. Number 8: DFT total energy -23119.889 eV.